Entry 1:
The following is a quantum chemistry calculation of a cluster of 2 separate species, C11H15N in total, from the OMol25 dataset.

Each line ends with the Mulliken charge.
Element x y z (Å)
N -0.658 -1.526 -1.934  -0.123
C 1.602 -3.969 -0.335  -1.291
C 0.830 -2.782 -0.825  0.576
C -1.512 3.133 1.993  -0.877
C -2.387 3.254 0.731  -0.716
C 1.758 0.594 0.594  -0.725
C 0.820 1.327 -0.139  -0.506
C 1.076 -1.395 -0.515  1.008
C -0.020 0.729 -1.067  -0.840
C -0.257 -2.812 -1.623  -0.700
C 1.929 -0.757 0.404  -0.494
C 0.133 -0.646 -1.228  -0.180
H 2.217 -4.366 -1.144  0.280
H -1.584 -1.264 -2.220  0.238
H -0.863 3.979 2.254  0.275
H -1.752 3.582 -0.103  0.179
H 0.947 -4.769 0.018  0.341
H 2.707 -1.315 0.902  0.355
H 2.399 1.071 1.330  0.357
H -2.730 2.254 0.486  0.213
H -0.581 1.369 -1.730  0.416
H -0.727 -3.669 -2.076  0.414
H -3.211 3.938 0.897  0.364
H 0.756 2.406 -0.039  0.542
H -2.151 3.173 2.889  0.335
H -0.940 2.209 1.936  0.238
H 2.198 -3.749 0.544  0.319

Forces on the atoms, in the same order (eV/Å):
N -0.05 0.24 -0.02
C -0.36 -0.20 0.02
C 0.29 -0.15 0.61
C -0.65 0.51 0.72
C 1.28 0.11 0.35
C 0.54 -0.04 0.49
C -0.38 0.25 -0.45
C 0.25 -0.19 0.36
C 1.18 0.34 0.17
C -0.12 -0.01 -0.54
C -0.41 -0.17 -0.76
C -0.73 -0.06 0.15
H 0.23 -0.07 0.24
H 0.02 -0.17 -0.19
H 0.21 -0.09 -0.87
H -0.39 0.09 0.02
H -0.15 0.01 -0.31
H -0.02 0.00 0.23
H -0.12 0.23 -0.16
H -0.40 0.00 -0.10
H -0.52 -0.20 0.05
H -0.15 0.00 0.02
H -0.14 0.05 -0.26
H 0.11 -0.09 0.19
H -0.01 -0.78 -0.21
H 0.11 0.10 0.36
H 0.38 0.29 -0.10

Its SMILES is Cc1c[nH]c2ccccc12.CC. The maximum force is 1.330 eV/Å. The calculation puts the relative energy (zero: lowest compared OMol25 entry of this formula, charge and spin) at 41.3 kJ/mol. As for the net charge: 0. The calculation puts the orbital gap at 8.81 eV.

---

Entry 2:
The following is a quantum chemistry calculation of a structure of composition C45H35N4OP2PtS3, from the OMol25 dataset.

Each line ends with the Mulliken charge.
Element x y z (Å)
Pt -1.218 -0.015 0.315  1.675
S -1.293 -0.298 -2.032  -0.357
S -0.689 -0.153 2.554  -0.579
S -1.413 -2.345 0.912  -0.570
P -0.801 3.014 0.131  1.398
P 2.938 -1.420 -0.783  0.871
O 1.899 -0.505 -0.247  0.164
N -2.042 -2.539 -3.182  0.051
N 0.812 -1.946 5.583  -0.602
N -0.534 -5.302 3.078  -0.652
N -1.911 1.935 0.252  -1.093
C 4.618 -0.871 -0.395  -0.294
C 0.307 -2.305 4.609  -0.110
C 5.698 -1.001 -1.261  -0.268
C 2.529 -1.606 -5.350  -0.675
C 4.805 -0.305 0.864  -0.369
C 7.140 -0.006 0.386  -0.470
C 2.826 -1.537 -2.588  0.129
C -2.806 7.165 0.156  -0.370
C 6.958 -0.568 -0.870  -0.665
C 3.201 -2.671 -3.303  -0.453
C 2.316 3.164 3.535  -0.678
C 1.514 2.193 1.481  0.226
C 2.428 2.220 2.525  -0.674
C 2.176 3.391 -2.763  -0.717
C -0.428 -4.161 3.220  -0.061
C 3.056 -2.705 -4.683  -0.704
C 2.141 -0.478 -4.638  -0.309
C -1.547 4.683 0.134  -0.424
C -2.337 -1.604 -2.233  -0.094
C 0.182 3.083 -1.431  0.654
C 0.368 4.065 2.459  -0.599
C -2.903 4.776 0.426  -0.462
C 0.090 2.886 -3.840  -0.629
C 1.589 -3.710 -0.227  -0.406
C 1.401 -4.972 0.310  -0.575
C 2.286 -0.441 -3.259  0.075
C 1.544 3.360 -1.526  -0.002
C -3.531 6.015 0.437  -0.620
C -1.451 7.076 -0.141  -0.717
C 6.064 0.125 1.254  -0.635
C -3.932 -3.864 -2.747  -0.691
C 3.918 -3.789 0.389  -0.313
C -2.795 -3.638 -3.447  -0.255
C 2.473 -5.647 0.881  -0.553
C -3.530 -1.834 -1.494  -0.353
C 2.846 -3.112 -0.184  -0.007
C -0.536 2.852 -2.603  -0.922
C -0.826 5.838 -0.154  -0.163
C -0.300 -2.757 3.405  0.281
C -4.298 -2.929 -1.745  -0.228
C 0.483 3.132 1.430  0.161
C 1.279 4.084 3.506  -0.672
C 1.451 3.154 -3.922  -0.507
C -0.750 -1.867 2.442  0.776
C 3.730 -5.062 0.914  -0.708
H -1.167 -2.397 -3.670  0.160
H 0.230 5.769 -0.390  0.354
H 3.954 -0.209 1.528  0.585
H -0.483 2.696 -4.740  0.416
H -3.769 -1.118 -0.721  0.435
H -5.196 -3.093 -1.165  0.417
H 2.121 3.551 -0.630  0.421
H -1.594 2.626 -2.524  0.482
H 0.409 -5.401 0.341  0.444
H 3.592 -3.534 -2.776  0.430
H 3.222 1.487 2.561  0.268
H 1.171 4.810 4.302  0.377
H 0.745 -3.154 -0.613  0.444
H 4.560 -5.581 1.377  0.400
H 1.583 1.413 0.730  0.678
H 3.238 3.599 -2.820  0.413
H 7.796 -0.664 -1.549  0.411
H 6.205 0.563 2.234  0.425
H 2.313 -6.616 1.335  0.369
H -3.295 8.132 0.166  0.371
H 1.950 0.419 -2.692  -0.002
H 5.554 -1.432 -2.245  0.361
H -0.443 4.783 2.448  0.372
H -0.884 7.972 -0.364  0.383
H 3.347 -3.589 -5.236  0.417
H -2.418 -4.295 -4.216  0.406
H 2.410 -1.634 -6.426  0.395
H 3.025 3.169 4.355  0.383
H 1.945 3.179 -4.887  0.431
H 8.123 0.333 0.688  0.380
H 4.893 -3.320 0.447  0.359
H -4.587 6.084 0.666  0.379
H -3.439 3.858 0.637  0.422
H 1.709 0.372 -5.150  0.383
H -4.525 -4.744 -2.944  0.378

Forces on the atoms, in the same order (eV/Å):
Pt -1.22 -0.38 0.05
S 0.01 -0.07 0.10
S -0.05 -0.03 0.05
S 0.44 0.29 -0.09
P -0.04 -0.12 0.12
P -0.18 0.16 -0.14
O 0.31 -0.12 0.00
N 0.00 0.01 -0.03
N -0.01 -0.01 0.01
N 0.01 -0.01 -0.01
N 0.79 0.18 -0.15
C 0.01 0.01 0.00
C -0.01 0.02 -0.02
C 0.00 0.02 -0.01
C -0.01 0.01 0.00
C 0.03 -0.02 -0.01
C 0.00 0.00 0.00
C 0.00 0.01 0.01
C 0.00 0.00 0.00
C -0.01 0.00 0.00
C 0.04 0.00 0.01
C 0.01 -0.01 0.01
C -0.03 -0.02 0.02
C -0.02 0.02 -0.01
C -0.01 0.02 0.00
C -0.01 0.03 -0.02
C 0.01 0.00 0.00
C 0.00 -0.01 0.00
C -0.07 -0.03 -0.04
C 0.06 0.10 -0.03
C 0.02 0.00 0.00
C 0.01 0.02 -0.01
C -0.01 0.01 0.01
C 0.00 0.00 0.00
C -0.01 -0.04 0.06
C -0.02 -0.01 0.02
C -0.04 -0.02 0.02
C 0.02 0.01 0.02
C 0.00 0.00 0.00
C 0.00 0.00 0.00
C -0.01 0.00 0.01
C 0.01 -0.02 -0.02
C 0.04 -0.01 -0.03
C -0.03 0.02 0.01
C -0.02 0.01 0.01
C 0.01 -0.08 0.07
C 0.02 0.02 0.08
C 0.01 -0.03 0.01
C 0.00 0.00 -0.02
C -0.04 -0.01 0.06
C 0.02 0.02 0.00
C -0.01 0.05 0.03
C -0.01 0.00 0.00
C 0.00 0.00 -0.01
C 0.04 0.04 -0.06
C 0.01 0.02 -0.01
H -0.01 0.00 0.00
H 0.00 0.00 0.00
H 0.01 -0.01 -0.01
H 0.00 0.00 0.00
H 0.00 -0.01 -0.01
H 0.00 0.00 0.00
H -0.01 -0.02 -0.01
H 0.00 -0.01 0.00
H 0.00 0.00 0.00
H -0.01 0.00 -0.01
H -0.01 0.00 0.03
H 0.00 0.00 0.00
H -0.06 0.03 -0.02
H 0.00 0.00 0.00
H 0.02 0.01 -0.01
H 0.00 -0.01 0.00
H 0.00 0.00 0.00
H 0.00 0.01 0.00
H 0.00 -0.01 -0.01
H 0.00 0.00 0.00
H 0.00 0.00 0.00
H 0.00 0.00 0.00
H 0.00 0.00 0.00
H 0.00 0.00 0.00
H 0.00 0.00 0.00
H 0.00 0.00 0.00
H 0.00 0.00 0.00
H 0.00 0.00 0.00
H 0.00 0.00 0.00
H 0.00 0.00 0.00
H -0.01 -0.01 0.00
H 0.00 0.00 0.00
H 0.00 0.00 -0.01
H 0.00 0.02 -0.01
H 0.00 0.00 0.00

The maximum force is 1.277 eV/Å. The calculation puts the relative energy (zero: lowest compared OMol25 entry of this formula, charge and spin) at 39.4 kJ/mol. As for the net charge: -1. The calculation puts the orbital gap at 6.14 eV.

---

Entry 3:
The following is a quantum chemistry calculation of an isolated molecule of C14H16N2OS, from the OMol25 dataset.

Each line ends with the Mulliken charge.
Element x y z (Å)
S -1.034 -1.181 -1.607  -0.215
O -1.607 -1.406 1.831  -0.544
N 0.841 0.555 -2.068  -0.545
N 1.439 -1.255 -0.666  -0.388
C -3.004 0.910 0.594  -1.853
C 0.583 -0.569 -1.411  0.560
C 3.038 0.417 -1.181  -0.443
C -1.113 -2.496 -0.332  -0.710
C -0.939 -0.228 1.534  0.481
C -1.548 0.887 0.949  0.855
C 2.060 1.041 -1.948  -0.223
C 0.575 2.072 1.059  0.689
C 0.393 -0.160 1.923  -0.515
C -2.126 -2.169 0.766  -0.528
C 2.657 -0.758 -0.554  -0.296
C -0.765 2.006 0.706  -0.447
C 1.372 3.308 0.771  -1.824
C 1.141 0.980 1.700  -0.446
H -3.582 0.330 1.310  0.354
H -0.104 -2.595 0.066  0.372
H -3.371 1.934 0.597  0.510
H -1.223 2.861 0.230  0.395
H 2.434 3.132 0.924  0.352
H 2.254 1.958 -2.489  0.461
H 4.032 0.820 -1.085  0.441
H -3.162 0.501 -0.405  0.230
H -1.409 -3.407 -0.849  0.569
H 1.212 3.632 -0.256  0.362
H 0.831 -1.022 2.403  0.409
H -3.005 -1.695 0.312  0.232
H 3.340 -1.335 0.057  0.444
H 1.060 4.119 1.429  0.452
H -2.445 -3.101 1.244  0.421
H 2.176 1.011 2.011  0.389

Forces on the atoms, in the same order (eV/Å):
S -0.40 -0.36 -0.03
O 0.04 0.48 0.18
N -0.45 0.13 -0.23
N 0.04 -0.20 -0.08
C 0.04 -0.05 0.02
C 0.30 -0.19 0.22
C -0.13 -0.06 0.00
C -0.14 0.45 -0.13
C 0.32 0.09 0.11
C -0.12 -0.12 0.12
C 0.38 -0.07 0.13
C 0.07 -0.03 0.05
C -0.34 -0.10 0.09
C -0.07 -0.36 -0.35
C 0.22 0.24 -0.18
C 0.08 -0.15 0.09
C -0.06 -0.01 0.06
C -0.10 0.12 -0.02
H -0.10 -0.03 -0.01
H -0.09 -0.17 -0.01
H -0.05 0.04 0.00
H -0.09 0.11 -0.07
H 0.09 0.04 -0.01
H 0.12 0.08 -0.01
H 0.11 0.05 0.00
H -0.07 -0.04 -0.01
H 0.04 -0.06 0.05
H 0.04 0.08 -0.08
H 0.02 -0.12 0.02
H 0.02 -0.05 0.14
H 0.14 0.05 0.04
H 0.05 0.11 0.00
H -0.02 0.10 -0.12
H 0.10 0.02 0.02

Its SMILES is Cc1ccc(OCCSc2ncccn2)c(C)c1. The maximum force is 0.537 eV/Å. The calculation puts the relative energy (zero: lowest compared OMol25 entry of this formula, charge and spin) at 124.2 kJ/mol. As for the net charge: 0. The calculation puts the orbital gap at 8.95 eV.

---

Calculated total energy: -13140.36292 -109575.21701 -30640.42518 (eV)